79
Properties=species:S:1:pos:R:3:forces:R:3 method="wB97M-V/def2-TZVPD" total_charge=+4 spin_multiplicity=5 relative_energy_ev=1.650
Os 0.04347 0.11370 0.06962 -0.6851 4.7847 5.4821
P -0.67534 2.33318 1.20581 -0.8703 1.0711 0.4197
P -2.30819 -0.20331 -0.31948 -1.2444 -0.1396 -0.4296
P 2.30779 1.23948 0.66153 0.8341 0.0957 -0.1024
H 0.23533 0.43200 -2.60453 0.0952 0.0522 0.5061
C 0.81685 0.13213 -1.72434 1.6418 -1.2347 -2.9915
C 0.64200 -1.24946 -1.18716 1.3592 -1.0720 -2.2567
H 1.54447 -1.84404 -0.98258 -0.4249 0.1297 -0.1992
C -0.70253 3.69430 -0.02578 -0.0323 -0.0653 -0.0847
C -2.34807 2.49961 1.96017 -0.0482 -0.1683 -0.0975
C 0.23427 3.09980 2.60957 0.2617 -0.2166 0.1466
C -2.78218 -1.64938 -1.35979 0.2045 -0.4322 -0.1375
C -3.56032 -0.50750 0.99267 0.1906 0.2941 0.2367
C -3.01009 1.18736 -1.30486 -0.0007 0.0896 -0.0509
C 3.60564 0.04360 0.10123 -0.0390 -0.1696 -0.1147
C 3.03202 1.63699 2.31710 -0.4491 -0.0789 0.2306
C 2.69280 2.82939 -0.20959 -0.3361 -0.2179 -0.2123
H 1.85466 0.48829 -1.87055 -0.5346 -0.1710 0.2265
H -0.15985 -1.85210 -1.61471 0.4451 -0.0351 0.1384
H -1.42757 4.44940 0.30697 0.2269 -0.1232 -0.0761
H -1.00906 3.32235 -1.00828 0.1022 0.1697 0.1625
H 0.28534 4.16035 -0.10902 -0.2714 -0.1015 -0.0100
H -2.41332 3.51103 2.38895 -0.0330 -0.3313 -0.2104
H -2.46600 1.77326 2.77468 -0.0562 0.2332 -0.1643
H -3.14917 2.37973 1.22386 0.1534 0.0175 0.2950
H -0.44602 3.73649 3.19069 0.1205 -0.1737 -0.2843
H 1.05439 3.73359 2.25759 -0.1408 -0.1939 0.0537
H 0.62310 2.32913 3.28352 -0.0219 0.2359 -0.0588
H -3.58925 -2.19386 -0.85465 0.2049 0.1229 -0.1253
H -1.95735 -2.34573 -1.52739 -0.2377 -0.0109 0.0094
H -3.16436 -1.31013 -2.32809 0.0387 -0.1286 0.2643
H -4.54099 -0.52273 0.49597 0.2472 0.0342 0.0879
H -3.57273 0.25761 1.77100 -0.0629 -0.1729 -0.1657
H -3.39880 -1.48969 1.45209 -0.0619 0.1983 -0.1462
H -3.65421 0.76011 -2.08484 0.0131 0.1886 0.3100
H -2.22452 1.76911 -1.80315 -0.1632 -0.1684 0.2142
H -3.61058 1.86489 -0.68526 0.1535 -0.1810 -0.2212
H 4.22623 0.52271 -0.66978 -0.1203 -0.2368 0.2273
H 3.17894 -0.88592 -0.29919 0.2537 0.3934 0.0449
H 4.24015 -0.20232 0.96954 -0.2310 0.0856 -0.4735
H 4.12700 1.55563 2.23940 -0.3741 0.0087 -0.0881
H 2.66834 0.92043 3.06615 0.2394 0.3473 -0.0985
H 2.79180 2.66065 2.63099 0.0742 -0.4834 -0.0624
H 3.71171 2.77462 -0.61770 -0.2751 0.0148 0.1369
H 2.65187 3.67185 0.49548 -0.0210 -0.3178 -0.1749
H 1.98638 3.01928 -1.02580 0.2784 -0.0666 0.0857
C -0.93639 -1.66157 -4.77898 -0.5772 -0.8870 -1.8355
C -1.35594 -0.56742 -4.01458 -0.4729 1.6489 0.6663
C -1.92114 0.55703 -4.60793 0.0414 0.1714 0.1058
C -2.45584 0.42915 -5.89006 0.1612 1.7145 1.1179
C -2.29575 -0.77629 -6.58873 0.4768 -2.1000 -0.6401
C -1.48640 -1.80189 -6.06498 0.1184 -0.1336 0.0940
S 0.10041 -2.83317 -3.98114 -0.8289 -0.9723 0.1510
H 1.29660 -2.37884 -4.28902 0.6039 0.4101 -0.6506
H -1.21828 -0.63819 -2.94068 0.0891 0.2624 -0.3869
H -1.97001 1.50768 -4.07015 -0.3502 -0.4536 -0.1628
H -3.01121 1.27782 -6.31071 0.2057 -0.4986 -0.0035
H -2.79876 -0.91939 -7.54810 0.2399 0.0470 0.2143
H -1.31307 -2.73750 -6.60037 -0.0073 0.4384 -0.0962
C -0.68665 -3.00797 1.39747 0.4012 -0.3340 0.2967
P 0.03055 -1.39561 1.83576 -0.6385 -0.7896 0.3405
C -0.92658 -0.80728 3.26155 0.3049 -0.0695 0.3412
C 1.66553 -1.86551 2.52247 -0.9341 0.7161 0.3361
C 2.54044 -2.66511 1.77330 2.1463 -1.1779 -0.3021
C 3.79148 -3.01680 2.29739 -1.2692 -0.3221 -1.6923
C 4.18289 -2.53272 3.55070 0.9610 -0.5902 -0.0114
C 3.31001 -1.73461 4.29921 -2.0224 1.2721 0.7466
C 2.05539 -1.39895 3.78928 1.0921 0.0585 1.0369
H -0.25315 -3.34815 0.44984 -0.1490 -0.0327 0.2048
H -1.77735 -2.92716 1.29285 0.3611 -0.0115 0.0736
H -0.43369 -3.72297 2.19469 -0.3344 0.0016 -0.3217
H -0.59589 0.19965 3.54985 -0.1032 -0.2612 0.0064
H -1.98965 -0.76285 2.99722 0.3479 -0.1020 0.1024
H -0.77263 -1.50239 4.09955 -0.3027 0.2276 -0.0893
H 2.24614 -3.01322 0.77946 0.1618 -0.0121 0.3908
H 4.45375 -3.66540 1.71857 -0.1627 0.2339 0.2408
H 5.16661 -2.77157 3.96356 -0.2266 0.0068 -0.1985
H 3.60428 -1.37799 5.28865 -0.0545 -0.1409 -0.2674
H 1.37022 -0.78668 4.37596 0.3181 -0.1968 -0.0499

50
Properties=species:S:1:pos:R:3:forces:R:3 method="wB97M-V/def2-TZVPD" smiles="CC(C)=O.BrCCBr.BrCCBr.BrCCBr.BrCCBr.BrCCBr"
C -11.38081 -3.98176 -0.57541 -0.3407 0.3886 0.6744
C -10.51411 -3.70870 0.64042 -1.3848 -2.1822 3.4449
O -10.82584 -4.14639 1.77886 0.4993 1.2889 -3.0458
C -9.19097 -3.08213 0.41945 -0.6931 -0.1655 -0.0270
H -12.41442 -4.18637 -0.29634 0.1556 -0.1017 0.2590
H -10.98108 -4.88259 -1.04104 0.0583 0.1967 -0.3860
H -11.40963 -3.10932 -1.22818 0.3226 -0.2572 -0.3449
H -9.42869 -2.17426 -0.13495 0.8090 0.2141 -0.0261
H -8.68914 -3.82176 -0.20442 0.4973 0.3609 -0.2189
H -8.69786 -2.96009 1.38384 0.0779 0.2564 -0.3289
Br -0.97743 -5.37228 -1.28113 -0.9986 -0.4773 0.7941
C -2.43252 -6.24593 -0.18172 0.3597 -0.3927 -0.2483
C -3.11872 -7.32168 -1.01963 -0.3464 0.4030 0.3302
Br -4.31291 -8.30125 0.16857 -0.1088 -0.1416 0.2305
H -3.12580 -5.50018 0.20728 0.0977 0.1757 -0.5590
H -1.99563 -6.69860 0.70839 0.4763 0.0543 -0.3247
H -2.45479 -8.07939 -1.43577 0.0052 0.4156 -0.0337
H -3.81671 -6.90500 -1.74578 0.5165 -0.0279 -0.1889
Br 7.39325 2.30158 4.59574 -1.1642 -0.4865 -0.3692
C 5.48937 1.63210 4.19867 1.4958 -0.1143 0.5504
C 4.61493 2.31032 5.19732 -0.7668 1.0586 -0.1293
Br 2.86323 1.45347 5.32610 0.0590 -0.1698 -0.1017
H 5.51113 0.55240 4.34661 0.1980 0.1794 -0.2496
H 5.31148 1.93731 3.16750 -0.0886 -0.2306 0.2500
H 4.38145 3.30147 4.80844 0.0814 0.0576 0.3662
H 4.98020 2.39707 6.22062 0.1739 -0.2889 -0.3379
Br 6.96706 7.38214 -3.06703 -0.4335 0.1285 0.5453
C 6.07105 7.82431 -1.35781 -0.1119 0.0427 0.1934
C 6.90026 7.22263 -0.23586 0.1266 0.5601 -0.3145
Br 6.10572 7.69604 1.52765 0.3293 -0.3858 -0.8483
H 5.04595 7.45380 -1.36049 0.2148 -0.2239 -0.2714
H 6.01256 8.91075 -1.29213 0.2352 -0.1307 -0.0695
H 7.89009 7.67747 -0.27386 -0.0846 -0.0867 0.3217
H 7.01504 6.14690 -0.36897 -0.2797 0.0822 0.4460
Br 6.78480 0.86860 -2.90371 -0.8614 -0.8446 0.0381
C 5.13743 -0.09874 -3.50497 0.1212 0.2463 -1.6289
C 4.73999 0.69034 -4.76167 -0.8343 0.1582 0.2458
Br 3.05455 -0.08365 -5.60309 1.0567 0.5219 0.6837
H 4.35342 -0.14203 -2.74895 0.3422 0.4838 0.0813
H 5.32868 -1.11830 -3.83964 0.6275 0.0428 0.4763
H 5.46624 0.71566 -5.57409 0.0256 -0.4678 0.3121
H 4.56206 1.72864 -4.48168 -0.4879 -0.1296 -0.1957
Br 1.06147 2.67244 -0.28911 -0.8018 -0.8310 0.4109
C -0.17392 1.20758 0.29766 -0.0646 -0.2261 0.0834
C -1.35806 1.71978 1.06352 -0.7890 0.9423 1.2339
Br -2.50638 0.22283 1.74063 0.5688 0.6096 -0.6113
H 0.35437 0.53593 0.97434 0.4082 0.2153 -0.2836
H -0.48192 0.63747 -0.57881 0.1816 0.3066 -0.0678
H -2.00233 2.48256 0.62630 -0.0779 -0.6260 -0.8225
H -1.10615 2.23882 1.98831 0.5975 -0.4015 0.0616

88
Properties=species:S:1:pos:R:3:forces:R:3 method="wB97M-V/def2-TZVPD" smiles="CCP(C)[C@@]1(O)[C@H](F)OC(=O)[C@@H]1B(O)O.CCCCCC.CCCCCC.CCCCCC"
C -0.67958 2.16261 -2.41600 -0.5069 0.5071 0.1080
C -1.37681 2.65040 -3.80522 0.4857 -0.4151 0.3589
P -2.53229 4.11018 -3.31777 1.6434 -0.1641 0.1182
C -2.97070 5.13498 -4.88666 0.0070 -1.0323 0.3191
C -4.10306 3.34163 -2.57870 -1.7083 1.5566 -0.3033
O -4.00048 2.35250 -1.53669 1.2396 0.6671 -0.7494
C -4.80678 4.60760 -1.84568 -0.1357 -1.2521 -1.2263
F -3.86973 5.19665 -0.94808 -2.8460 -1.0270 -1.1450
O -5.98836 3.94517 -1.26722 -0.0060 -0.0744 -1.9983
C -6.50769 3.17344 -2.38460 -3.0138 -1.1785 0.0821
O -7.70420 2.79244 -2.44046 5.3199 1.6979 0.5239
C -5.34092 2.94573 -3.51232 -0.7994 0.3859 1.2084
B -5.31611 1.46409 -4.22496 -0.3320 -1.6202 -0.9495
O -4.45714 0.39080 -3.73328 -2.2330 1.1726 -0.0367
O -6.10532 1.15719 -5.39940 1.8612 0.4489 2.2599
H 0.26174 1.54199 -2.59804 -1.4128 0.7406 0.2030
H -0.38786 3.09500 -1.79910 -0.3444 -1.4323 -1.0514
H -1.43909 1.58296 -1.77541 1.2373 0.6775 -1.0710
H -1.93799 1.79308 -4.30916 0.8824 1.0768 0.6185
H -0.51688 3.02022 -4.48602 -1.6464 -0.3979 0.9195
H -3.09391 4.39768 -5.74881 0.0021 1.4172 0.8247
H -3.93109 5.69961 -4.63745 1.3843 -0.6072 -0.6419
H -2.06778 5.84326 -5.02472 -1.6784 -1.1654 0.1184
H -3.40619 2.68273 -0.81871 -0.6095 -0.1299 -0.9010
H -5.32074 5.29582 -2.62147 1.7865 -0.0541 1.5390
H -5.60641 3.74909 -4.30054 0.7539 -1.1138 1.1605
H -5.03214 -0.20293 -3.18696 0.9218 0.5436 -0.5453
H -5.85802 0.25274 -5.69078 -0.2450 0.7428 0.2710
C 3.62230 -0.46184 2.41421 0.1208 -0.0902 -0.1173
C 4.03343 0.99474 2.25020 -0.0093 0.0245 0.1345
C 2.99722 1.97924 2.79452 0.0763 0.1598 -0.0253
C 1.63146 1.93998 2.10315 -0.0353 -0.1436 -0.0054
C 1.65635 2.18593 0.59283 -0.0573 0.0525 0.1350
C 2.17719 3.56682 0.21867 0.0370 -0.0264 -0.1567
H 2.71025 -0.69005 1.85781 0.0277 -0.0107 0.0514
H 4.41164 -1.11986 2.03959 -0.0955 -0.0244 0.0602
H 3.45408 -0.70204 3.46776 -0.0324 -0.0053 -0.0591
H 4.24171 1.20145 1.19540 -0.0214 0.0325 0.0448
H 4.97677 1.15265 2.78564 -0.0509 0.0317 -0.0674
H 3.41005 2.99252 2.73140 -0.0559 -0.0542 0.0059
H 2.84972 1.78429 3.86333 0.0201 -0.0108 -0.0599
H 0.98489 2.68940 2.57397 0.0240 -0.0247 -0.0423
H 1.15502 0.97223 2.29319 0.0279 0.0451 0.0147
H 0.63700 2.08176 0.20809 0.0561 -0.0628 0.0168
H 2.25463 1.41899 0.09030 -0.0318 -0.0041 0.0456
H 1.56472 4.34992 0.67448 0.0689 -0.0188 -0.0088
H 2.14490 3.70042 -0.86582 0.0200 0.0782 0.0643
H 3.21248 3.70898 0.53820 -0.0644 0.0269 -0.0109
C 8.46800 1.07771 5.10093 0.1502 0.0419 0.1093
C 8.88777 -0.22208 4.42848 -0.0498 0.0378 -0.1258
C 7.71571 -0.99026 3.81580 0.0734 -0.1484 -0.0641
C 6.65018 -1.45999 4.81016 -0.0364 0.1117 0.0731
C 7.16085 -2.35450 5.94209 -0.0912 0.0088 -0.1040
C 7.75381 -3.66708 5.44835 0.0961 -0.0460 0.1261
H 7.79037 0.89919 5.93899 0.0077 0.0400 -0.0486
H 9.34559 1.60056 5.49132 -0.1176 0.0274 -0.0109
H 7.96948 1.74093 4.38846 -0.0184 -0.0292 0.0624
H 9.42486 -0.85060 5.14614 -0.0397 -0.0107 -0.0474
H 9.60266 0.01311 3.63192 -0.0333 -0.0749 0.0678
H 8.11086 -1.85359 3.26836 -0.0551 0.0418 0.0356
H 7.23117 -0.35702 3.06288 0.0286 -0.0115 0.0404
H 5.87418 -1.99906 4.25463 0.0314 0.0120 0.0399
H 6.15282 -0.58831 5.24926 0.0117 -0.0231 -0.0444
H 6.32355 -2.57939 6.61025 0.0459 0.0625 -0.0007
H 7.90159 -1.82097 6.54626 -0.0456 0.0146 -0.0322
H 7.01455 -4.23788 4.87940 0.0696 0.0265 -0.0073
H 8.07368 -4.27832 6.29605 -0.0038 -0.0305 -0.1041
H 8.62670 -3.50259 4.81183 -0.0599 -0.0370 0.0130
C -3.22133 -3.44949 -2.58833 0.1429 -0.1001 0.0012
C -4.24968 -4.35504 -3.25166 -0.0510 0.1136 -0.0773
C -5.69356 -3.94261 -2.96064 -0.0759 -0.1746 -0.0615
C -6.10508 -3.99684 -1.48658 0.0910 0.0893 0.0749
C -5.93916 -5.36033 -0.81182 -0.0889 0.0939 -0.0278
C -6.80218 -6.44796 -1.43677 0.0729 -0.1339 0.0443
H -3.29945 -3.47842 -1.49907 0.0116 0.0364 -0.0469
H -2.21023 -3.76882 -2.85572 -0.0474 0.1046 0.0582
H -3.34565 -2.41348 -2.91653 0.0255 -0.0221 0.0506
H -4.07809 -5.39207 -2.94589 -0.0626 0.0371 -0.0139
H -4.09221 -4.32514 -4.33576 -0.0360 -0.0594 0.0793
H -6.36453 -4.57670 -3.55112 0.0150 0.0646 0.0542
H -5.85140 -2.92064 -3.32670 0.0211 -0.0317 -0.0043
H -7.15397 -3.68831 -1.40975 0.0445 -0.0322 0.0103
H -5.53259 -3.25361 -0.92121 -0.0272 -0.0193 -0.0375
H -6.21351 -5.26023 0.24298 0.0683 0.0195 -0.0386
H -4.88920 -5.66964 -0.82834 -0.0287 0.0527 0.0010
H -7.86110 -6.17887 -1.38971 0.0528 -0.0230 -0.0495
H -6.66843 -7.39010 -0.89927 -0.0720 0.0231 -0.0782
H -6.53730 -6.62378 -2.48230 -0.0513 0.0023 0.0493

61
Properties=species:S:1:pos:R:3:forces:R:3 method="wB97M-V/def2-TZVPD" total_charge=+1 relative_energy_ev=9.111
O 1.80949 -2.18126 -3.28515 0.1823 -1.0745 -1.7360
H 0.44831 0.93872 0.77941 -0.0703 1.2071 1.5674
O -1.62671 3.37802 -1.69592 0.9542 0.9660 -2.6088
H -0.94627 3.63147 -2.41409 -2.2286 -0.2034 1.4539
H -1.17489 3.69795 -0.93374 0.2629 0.3841 1.3086
O -2.01498 2.34985 2.51055 1.1591 -4.7240 2.7603
H -2.13647 2.37061 3.48988 0.2518 -0.3393 -1.0162
H -2.24547 3.16694 2.27563 -1.5412 5.3569 -1.7181
O -3.00539 0.06158 0.80715 11.8443 -3.7419 -2.3941
H -3.69373 0.46287 1.00274 -9.6394 6.7726 3.2681
H 0.90506 0.32560 -0.90508 0.5888 -0.0005 -0.2641
O 4.34056 2.88563 -1.54306 1.3191 7.3861 -2.9701
H 0.91041 5.50718 2.58574 5.9724 1.7936 2.8997
H -2.16616 0.56783 1.04196 -1.9840 -0.5827 -0.0684
O 0.16062 5.28303 2.21277 -6.3435 -1.8582 -2.1230
H 3.07894 -1.64905 1.49031 0.5130 0.1232 -1.2596
H 0.32012 5.11502 1.29865 0.3637 0.0170 -0.7884
O 3.25234 -2.42086 0.89969 -1.1965 -0.4932 3.5269
H 1.99220 1.26530 -0.42091 -0.4680 -2.5839 0.2441
H -4.48164 -0.95296 -2.43931 -0.2051 0.9679 0.7071
O 2.39781 -0.23708 4.51341 -1.7326 1.3783 -4.3319
H 2.04398 0.19355 3.55684 1.3723 -1.6209 3.9371
H 2.81171 0.51840 4.92765 0.2233 0.3176 0.2158
O -0.02650 -1.88434 1.56668 -0.6955 -0.1669 -0.0186
H 0.23218 -1.79089 2.50517 0.1664 0.3715 -0.8617
H 4.12456 2.09977 -1.20238 -2.3575 -3.9500 2.2598
O -0.72544 -3.71080 3.49062 1.4364 -3.2224 4.1242
H -1.43675 -3.86635 4.13422 0.4927 -0.0161 -0.2247
H -1.06517 -3.16106 2.88750 -2.0147 3.0852 -3.7721
O 5.17276 -1.71230 -2.55630 0.0340 4.5588 0.5077
H 4.39865 -1.21647 -2.19412 1.1989 -0.7098 -0.2738
H 2.98828 -3.04847 1.66757 0.6106 0.3764 -2.3700
O 0.02152 1.47759 -1.96608 -0.0135 -1.5451 -3.5347
H 0.10559 2.36586 -2.35331 0.3427 -0.7994 0.6507
H 0.02207 0.94210 -2.86326 0.2627 1.2491 2.5183
O 0.57257 2.20391 -4.75940 0.3149 -1.5245 -1.8293
H -0.27184 2.51760 -4.48341 -1.1491 0.5276 0.0042
H 0.35585 1.71230 -5.61521 0.6253 1.0000 1.6325
O 0.40854 1.21833 1.73729 -1.2504 2.1715 0.5069
H -3.05996 -2.61211 -0.34979 -0.1168 -0.0665 2.6222
H -0.09686 2.12204 1.98984 1.3627 -3.3206 -1.4452
O 1.71396 0.27680 -0.36349 0.4295 2.1234 -0.3185
H 4.91177 -2.57233 -2.60893 -1.1344 -3.8465 -0.1034
H 2.11257 -2.72407 -4.14903 -0.1399 2.5248 3.4279
O -1.38467 -2.92530 -1.54229 -1.9285 3.7595 2.0657
H -1.27829 -3.79334 -1.80784 1.4603 -2.1725 -1.3491
H -0.79915 -2.18597 -1.77709 0.2497 -1.5982 -0.5411
O 1.65842 -5.10646 2.59046 0.3795 -0.9388 -1.8427
H 1.11844 -4.63246 3.18513 -0.8515 0.9086 1.2612
H 2.57022 -5.07841 2.84394 0.5256 0.0369 0.5793
O -4.40520 -0.84247 -1.47826 0.0642 0.8577 2.2062
H 2.44293 -1.59515 -2.79158 -0.2951 -1.3849 -1.6328
H -4.53532 0.08508 -0.98591 0.2919 -1.8725 -2.9366
O -4.26989 1.82080 -0.78275 3.5787 0.3032 -0.8877
H -3.33103 2.03932 -1.19710 -2.3273 -0.9002 1.4712
H -4.77130 2.41137 -1.31434 -1.3684 0.8323 -0.5735
O -3.09259 -2.12712 0.63174 1.3286 -4.2229 -5.0667
H -3.51895 -1.36736 0.11537 0.9300 0.7370 0.9851
H -2.06012 -2.10614 0.63577 -1.4679 0.9635 0.7616
H 3.77281 3.74490 -1.59635 1.0730 -3.4581 0.7150
H 0.44553 -1.25676 1.00179 0.3542 -0.1192 0.6722

| no. | calculated total energy (eV) | M (g mol⁻¹) |
| --- | --- | --- |
| 1 | -77118.208 | 694.9 |
| 2 | -716374.423 | 997.4 |
| 3 | -49737.601 | 496.5 |
| 4 | -41602.711 | 361.3 |